Record 1
Formula: C40H54N9O6PS
Source: the OMol25 dataset
Level of theory: the ωB97M-V functional and the def2-TZVPD basis

```
111
Properties=species:S:1:pos:R:3:forces:R:3
S -5.4471 1.5024 -0.4459 -0.371 -0.373 0.104
P 0.2823 1.7024 -0.8748 0.804 -0.160 1.696
O -1.2915 1.9167 -0.5817 0.029 0.180 -0.808
O -3.0350 1.1847 0.6512 0.212 0.247 -0.762
O 0.3951 0.7362 -2.1092 -0.734 0.286 -0.763
O 0.8255 3.1130 -1.3050 -0.624 0.212 -0.777
O 0.9803 1.2712 0.3112 0.352 -0.409 0.776
O -1.6039 -0.3007 -0.1996 -0.200 1.697 0.186
N -1.0894 -0.2832 -4.6786 -0.035 -0.048 -0.126
N -4.3899 7.8551 1.8217 -0.032 -0.059 0.045
N -7.4697 -1.3020 0.9252 -0.044 -0.065 -0.005
N -3.8926 6.4203 -3.9337 0.010 -0.096 0.099
N 0.5294 -3.7355 0.6921 -0.042 -0.084 0.114
N 5.8721 -0.3391 -0.8338 -0.093 -0.033 0.071
N 4.7706 -2.2356 2.9746 -0.108 -0.058 -0.069
N 3.3345 -3.3675 -1.9475 0.063 -0.001 0.096
N 9.2101 -2.7647 4.0692 0.076 0.018 -0.026
C 2.2184 -2.9338 -2.6096 0.023 0.102 0.034
C 4.2965 -4.2493 3.7601 0.032 -0.027 0.004
C -7.8165 -2.7220 2.5849 -0.004 -0.015 0.008
C -1.0633 -1.1251 -6.7249 -0.015 -0.017 -0.016
C -3.3306 7.0162 2.0367 0.036 -0.017 -0.093
C -8.7629 -2.9820 1.5571 -0.012 -0.019 0.008
C -1.4689 -4.5877 1.1039 0.013 -0.032 0.008
C -5.9592 2.7842 -1.6390 1.411 -0.260 -0.276
C -0.8142 -1.6169 -4.5457 0.037 0.058 0.111
C -4.5269 6.6761 -2.7497 -0.022 0.007 -0.081
C 5.0831 0.4897 1.0606 0.138 -0.014 0.057
C -5.0226 8.1083 3.0084 0.002 0.027 -0.036
C 6.2198 0.0531 0.4268 -0.014 -0.003 -0.014
C 4.5210 -0.1665 -1.0056 0.094 -0.111 -0.202
C 0.7412 -4.9221 1.3421 0.068 0.064 -0.070
C 5.6110 -2.4447 4.0303 0.101 0.030 -0.047
C -0.4807 -5.4775 1.6086 -0.032 0.002 0.014
C 3.9672 -3.3239 2.8049 0.027 -0.029 -0.003
C 4.0034 0.3493 0.1488 -0.166 -0.077 0.075
C 3.4447 -4.7252 -2.0771 -0.030 0.017 -0.020
C 11.3479 -2.9154 4.6199 0.026 -0.011 0.001
C 10.5804 -3.6586 5.5572 0.016 -0.005 0.009
C -0.8136 -3.5224 0.5474 0.012 0.050 -0.102
C -5.1370 2.6750 -2.9373 0.007 0.305 0.600
C -1.2472 0.0233 -6.0033 0.015 0.045 0.050
C -4.3571 7.4287 3.9923 0.000 -0.006 0.005
C 10.4737 -2.3787 3.7138 -0.064 0.038 -0.013
C 2.3872 -5.1613 -2.8304 0.009 0.032 0.008
C 9.2669 -3.5472 5.1881 -0.050 0.028 0.006
C -2.7804 5.3122 -2.3772 0.099 0.004 0.018
C -8.5208 -2.0906 0.5466 0.011 0.056 -0.013
C 5.3440 -3.6902 4.5404 0.020 0.001 -0.033
C -0.7899 -2.1679 -5.7981 0.011 0.010 -0.025
C -3.2808 6.7348 3.3748 -0.033 -0.020 0.023
C -3.8588 6.0034 -1.7622 -0.014 -0.018 0.099
C -3.8445 2.1987 0.0684 -0.907 0.544 0.194
C -2.8306 5.5872 -3.7178 0.013 0.074 -0.047
C -1.9577 0.8441 -0.0547 -0.027 -2.449 0.109
C 1.6081 -4.0216 -3.1691 -0.006 -0.074 -0.006
C -7.0323 -1.6819 2.1628 0.008 0.061 -0.010
H 1.7381 -5.2678 1.5559 0.002 -0.038 -0.008
H 5.0297 0.8628 2.0708 0.007 0.094 -0.022
H 2.1917 -6.1829 -3.1072 -0.015 -0.015 0.006
H -4.0346 2.9403 0.8272 0.090 0.247 0.298
H 0.7044 -4.0017 -3.7527 -0.007 -0.039 -0.021
H 1.9531 -1.8907 -2.6251 -0.041 0.008 -0.021
H 2.9654 0.5908 0.3170 0.081 0.026 0.085
H -5.3944 7.3119 -2.7123 -0.011 0.007 0.017
H -7.0214 2.7302 -1.8023 -0.359 -0.246 0.161
H -4.6117 7.4278 5.0383 -0.004 -0.003 0.013
H -0.6614 -2.0542 -3.5732 -0.033 -0.014 0.016
H 12.4174 -2.7911 4.6124 0.014 -0.002 -0.002
H 5.8406 -4.1480 5.3792 -0.020 -0.004 0.027
H -2.5374 -4.7157 1.1462 -0.013 0.004 0.004
H -7.7220 -3.2400 3.5241 0.007 -0.011 0.009
H -4.6597 8.2276 0.9314 0.006 0.036 -0.040
H -1.1634 0.3647 -3.9184 0.014 -0.024 0.085
H 3.9688 -2.7778 -1.4392 0.003 0.012 0.058
H 1.2473 -3.1148 0.3690 0.013 0.019 -0.085
H -2.2056 5.2648 -4.5324 0.017 -0.002 -0.003
H 6.5040 -0.7032 -1.5220 0.038 0.001 -0.030
H -6.2044 -1.1818 2.6346 0.011 -0.006 0.015
H -7.0773 -0.5577 0.3789 0.069 0.028 0.008
H 4.7326 -1.4134 2.3977 0.089 0.093 -0.030
H -1.4757 1.0275 -6.3167 -0.005 0.004 -0.029
H 7.2389 -0.0165 0.7665 0.012 0.040 0.010
H -2.5559 6.1023 3.8584 0.009 -0.007 0.008
H -9.0040 -1.9502 -0.4048 -0.019 -0.014 -0.007
H 8.3681 -2.5134 3.5846 -0.074 -0.103 -0.013
H -4.2753 3.3237 -2.8348 0.127 0.214 -0.223
H -9.5309 -3.7368 1.5599 -0.006 -0.013 -0.001
H -5.7108 3.7321 -1.1823 -0.356 0.393 0.195
H -0.5986 -3.2026 -6.0267 0.006 -0.011 -0.008
H -2.7047 6.6946 1.2219 0.050 0.024 0.008
H 10.9510 -4.2113 6.4035 0.005 -0.010 0.010
H -5.8870 8.7478 3.0498 -0.007 0.011 0.022
H -4.1129 6.0032 -0.7147 -0.016 -0.005 0.019
H 1.3153 0.5299 -2.2978 0.215 -0.205 -0.075
H 0.6331 3.3027 -2.2304 0.052 0.369 -0.131
H -1.1208 -1.2107 -7.7966 -0.003 -0.005 -0.014
H -5.6981 2.9904 -3.8051 -0.140 0.031 -0.265
H 10.6410 -1.7575 2.8510 0.025 0.011 -0.003
H 8.3714 -3.9549 5.6230 -0.008 -0.015 0.007
H 4.0432 -0.4277 -1.9365 0.064 0.035 -0.055
H -3.4043 2.6757 -0.7944 0.329 -0.003 -0.118
H -4.1654 6.7880 -4.8254 -0.018 0.017 -0.051
H -4.7395 1.6817 -3.0686 -0.194 -0.492 -0.248
H 3.8385 -5.2156 3.8868 -0.013 -0.005 0.017
H 4.2615 -5.2602 -1.6247 -0.003 -0.023 0.014
H 3.2306 -3.3443 2.0212 -0.056 -0.020 0.021
H -1.1841 -2.6350 0.0629 -0.005 -0.024 0.051
H -0.6493 -6.4155 2.1100 0.001 -0.012 0.013
H 6.3220 -1.6915 4.3283 -0.053 0.027 0.090
H -2.0534 4.6840 -1.8881 0.028 0.016 0.034
```
Forces are in eV/Å.

## Properties
* total energy: -3240.4282 Ha
* F_max: 2.5 eV Å⁻¹
* SMILES: CCSCOC(=O)OP(=O)(O)O.c1cc[nH]c1.c1cc[nH]c1.c1cc[nH]c1.c1cc[nH]c1.c1cc[nH]c1.c1cc[nH]c1.c1cc[nH]c1.c1cc[nH]c1.c1cc[nH]c1
* Kohn-Sham gap: 7.2 eV

Record 2
Formula: C40H55NO4
Source: the OMol25 dataset
Level of theory: the ωB97M-V functional and the def2-TZVPD basis

```
100
Properties=species:S:1:pos:R:3:forces:R:3
O -4.8531 -2.3707 0.7243 -0.819 0.274 0.096
O -4.4957 -1.3017 -1.1876 -1.541 2.960 -2.836
O -4.5977 -3.9616 2.2846 -2.246 -1.718 3.689
O 0.0762 -4.7234 0.1182 1.371 -0.793 -2.823
N 0.2631 -3.8146 2.1596 -1.050 0.201 1.077
C 1.5311 -1.3626 -2.2632 0.299 -0.035 -0.769
C 0.5014 3.2342 0.9095 1.083 0.801 -1.138
C 0.8950 -1.4063 -4.8069 -0.454 -0.293 -0.091
C -0.0699 -2.3794 2.3108 0.747 -0.302 -0.367
C 0.2492 5.6281 5.7813 -0.003 0.009 -0.004
C 2.0707 7.1029 6.3195 0.002 0.006 0.013
C -0.4874 -4.4194 1.0948 -0.818 0.466 1.768
C -2.9117 -3.6706 0.6789 -0.427 0.286 0.331
C -0.4979 1.5079 -0.6861 0.728 0.919 -0.135
C 5.8563 4.9730 -1.3195 -0.015 0.001 0.002
C -4.2263 -3.3828 1.3645 3.013 0.723 -2.815
C -4.1248 -2.0644 -0.4197 2.091 -2.736 2.614
C 2.7930 2.2554 1.6724 -0.557 0.191 -1.193
C -1.2839 -2.6906 -3.9532 -1.077 0.978 0.043
C 5.6008 7.5380 -0.2861 -0.004 0.000 -0.012
C 2.9378 6.2986 5.5925 0.004 0.005 -0.019
C 5.1389 6.4482 0.4391 -0.008 0.001 0.029
C 0.7272 6.7669 6.4157 0.001 -0.002 -0.003
C -1.9888 -4.7221 1.2247 -0.318 0.310 0.572
C -6.4948 -5.9700 -0.5205 0.007 -0.025 0.042
C -5.7596 -7.3359 -2.3589 -0.012 0.008 0.016
C 2.0318 3.4890 1.0841 -0.364 -0.390 1.368
C 6.3104 6.0637 -2.0485 0.010 0.001 -0.012
C -2.1431 -2.1678 -2.7502 -0.026 -0.861 -0.025
C 1.6800 -2.0463 -3.6596 0.577 0.505 0.340
C -2.8636 -2.8869 -0.3852 0.671 0.025 -0.819
C -5.2771 -6.2061 -3.0062 0.039 -0.010 -0.012
C 0.1496 2.9298 -0.5803 -1.196 -1.440 1.026
C -6.0050 -4.8419 -1.1643 0.034 -0.007 -0.050
C 5.2680 5.1658 -0.0768 0.006 -0.024 0.004
C -0.6644 -1.5372 -4.7852 0.681 -0.393 -0.447
C -1.7541 -2.8419 -1.4092 -0.960 0.971 -0.512
C 0.1138 -4.5704 3.4234 0.637 -0.366 -0.206
C -5.3979 -4.9591 -2.4081 0.032 0.001 0.018
C 6.1846 7.3459 -1.5312 -0.003 0.000 0.007
C 1.1141 4.8285 5.0471 0.030 -0.026 -0.026
C 2.4592 5.1628 4.9538 -0.028 -0.007 -0.010
C 0.8056 -0.0074 -2.2568 0.636 -0.310 1.948
C -6.3708 -7.2176 -1.1174 0.022 0.000 -0.020
C 0.6104 0.4258 -0.7697 -1.451 -0.119 -0.767
H 6.7636 5.9143 -3.0207 0.000 0.002 0.020
H 1.2631 -1.8256 -5.7501 -0.009 -0.067 0.152
H -1.1815 1.3250 0.1502 0.164 0.136 0.025
H 2.4426 7.9925 6.8125 -0.004 -0.020 -0.002
H -0.1948 -0.0293 -2.6795 0.233 -0.064 -0.392
H 0.1604 -2.0648 3.3288 -0.276 -0.066 -0.012
H 3.9871 6.5575 5.5229 -0.017 0.001 -0.004
H 4.9095 4.3155 0.4905 0.014 0.014 0.000
H 0.7404 3.9428 4.5471 0.011 0.013 0.006
H 2.5413 -1.1707 -1.8793 -0.121 -0.083 0.042
H 2.4940 3.7985 0.1470 -0.140 0.150 0.062
H 3.3769 2.4998 2.5581 0.022 -0.140 -0.073
H 3.1350 4.5375 4.3825 -0.010 0.002 0.011
H 5.9600 3.9722 -1.7203 -0.006 0.016 0.002
H 0.2350 -0.4381 -0.2140 0.307 -0.149 0.040
H -2.2044 -5.6550 0.6960 0.191 0.008 0.053
H -2.1382 -1.0782 -2.7018 0.170 -0.068 0.174
H -6.7507 -8.0985 -0.6151 0.005 0.015 -0.006
H -6.9722 -5.8767 0.4472 0.022 0.010 -0.012
H -0.5846 -3.4685 -3.6446 0.167 0.264 0.015
H 1.1316 -0.3385 -4.8609 0.081 -0.124 0.059
H 1.1002 -4.9436 3.7230 -0.107 0.124 0.026
H -5.6599 -8.3094 -2.8226 -0.011 0.017 0.000
H 1.1052 -2.0854 -1.5610 -0.276 0.281 -0.012
H -0.0184 4.1523 1.1993 -0.078 -0.202 0.090
H -1.1121 -2.1590 2.0446 0.123 0.173 0.193
H 6.5417 8.1963 -2.0986 -0.005 -0.014 0.008
H -4.8062 -6.2978 -3.9773 -0.003 0.000 0.018
H -3.1902 -2.4249 -2.9402 0.161 0.055 -0.105
H -0.9790 -1.6864 -5.8244 0.078 0.096 0.094
H -0.9339 -2.2714 -0.9645 0.252 -0.435 -0.048
H -0.4958 -5.4687 3.2775 -0.088 0.192 0.174
H 1.5004 -3.1187 -3.5490 -0.200 0.095 -0.198
H -6.0981 -3.8704 -0.6986 -0.133 -0.012 -0.027
H 2.1310 4.3030 1.8124 0.174 0.057 -0.279
H 0.0518 7.3928 6.9855 0.011 -0.009 -0.009
H -5.0189 -4.0769 -2.9113 -0.030 -0.007 -0.002
H -2.2405 -4.8653 2.2800 -0.174 -0.027 -0.184
H -2.0135 -3.1813 -4.6055 0.272 -0.174 0.005
H -0.5899 3.6424 -0.9521 0.386 0.197 -0.101
H -1.4752 -3.8693 -1.6397 0.333 0.072 0.305
H 1.4490 0.7553 -2.7064 -0.366 -0.080 -0.454
H -0.7983 5.3646 5.8584 0.014 0.007 -0.008
H -1.0743 -0.5612 -4.5160 -0.211 -0.246 0.241
H 2.0625 1.4672 1.8771 0.212 0.052 0.392
H 3.4262 1.8424 0.8796 0.279 -0.023 0.376
H 2.7414 -1.9781 -3.9306 -0.144 -0.031 -0.093
H -1.1316 1.5201 -1.5810 0.165 -0.396 0.009
H 1.5498 0.7512 -0.3190 -0.088 0.007 0.032
H 0.1833 2.4282 1.5750 -0.046 0.071 -0.093
H 4.6781 6.5980 1.4080 0.004 -0.005 -0.017
H 5.5047 8.5378 0.1185 -0.006 -0.014 -0.008
H 0.6281 -1.8254 1.6787 -0.355 0.184 -0.176
H 1.0387 2.8885 -1.2125 -0.071 0.451 -0.019
H -0.2709 -3.9649 4.2478 -0.224 -0.092 -0.182
```
Forces are in eV/Å.

## Properties
* total energy: -1912.8287 Ha
* F_max: 4.6 eV Å⁻¹
* SMILES: CCCCCCCCCCCCCCC1=C(CC(=O)N(C)C)C(=O)OC1=O.c1ccccc1.c1ccccc1.c1ccccc1
* Kohn-Sham gap: 9.0 eV